Record 1
Formula: C3H8N2O2
Source: the Open Molecules 2025 dataset
Level of theory: ωB97M-V with the def2-TZVPD basis set

XYZ file:
```
15
C3H8N2O2 (ωB97M-V with the def2-TZVPD basis set)
H 0.828 -1.612 1.009
H 1.158 0.516 2.079
C 1.042 0.555 0.987
O -1.657 -0.806 0.424
N -1.543 0.483 -1.454
H 2.233 -1.073 0.064
H 1.771 1.277 0.597
C -0.805 -0.038 -0.364
N 0.333 -0.784 -0.817
O -0.269 0.961 0.604
H 0.772 -0.278 -1.583
H -1.055 1.180 -2.000
H -1.557 -0.363 1.278
H -2.456 0.811 -1.167
C 1.207 -0.830 0.343
```

Calculated values
Lowest unoccupied orbital energy = 0.85 eV
E_HOMO = -9.75 eV
SMILES = N[C@@]1(O)NCCO1
Relative energy (zero: lowest compared OMol25 entry of this formula, charge and spin) = 27.4 kcal per mole

These are the Mulliken partial charges, in e, on atoms 1 to 4: atom 1 (H): 0.24, atom 2 (H): 0.28, atom 3 (C): -0.33, atom 4 (O): -0.56

***

Record 2
Formula: C42H41BeNO2P2S2
Source: the Open Molecules 2025 dataset
Level of theory: ωB97M-V with the def2-TZVPD basis set

XYZ file:
```
91
C42H41BeNO2P2S2 (ωB97M-V with the def2-TZVPD basis set)
H -4.573 -3.633 2.289
C -0.682 -4.451 -3.323
C 0.948 -2.188 -3.042
C -4.244 3.262 1.955
H 6.184 4.698 -1.741
H -1.318 -5.331 -3.427
C 6.449 1.891 0.167
H 4.861 0.117 -3.158
C 3.348 -2.403 -4.894
C -2.800 -2.539 2.401
H -0.096 0.712 -3.131
C -4.134 0.203 3.871
H -5.991 -0.509 4.601
C -6.482 2.440 1.471
H -3.526 3.895 2.487
C -2.444 2.279 0.413
S -3.702 0.202 -0.502
P 2.330 1.632 -0.710
C 0.304 -4.416 -2.332
H -4.695 -2.599 4.885
H -1.344 -1.097 5.111
C 1.102 -3.278 -2.175
H 7.183 1.315 0.734
H 0.331 2.499 4.571
H 4.363 -3.824 -6.173
H 2.466 3.653 3.908
H -0.987 -2.869 3.573
H 2.373 -2.854 -5.073
H -2.147 0.810 4.075
C -2.183 -1.319 4.451
H 6.857 -0.826 -4.300
H 0.253 0.440 0.815
C -0.737 1.505 -2.714
H -6.600 0.589 0.303
C 2.463 2.821 1.911
H -0.783 0.957 2.949
C 4.154 2.183 -0.603
C 2.831 -0.994 -1.407
C -4.596 1.355 0.496
H 3.457 -1.894 -1.326
C 4.559 3.343 -1.294
H 3.359 3.357 1.593
C -4.937 -2.281 3.869
C 5.886 3.783 -1.226
H 4.854 0.544 0.637
H -5.914 -2.726 3.617
H 3.830 3.904 -1.881
H -0.310 2.482 -2.961
Be -0.802 1.424 -1.041
C -5.968 1.383 0.701
C 6.835 3.055 -0.498
C 0.713 1.202 1.461
C 4.473 -2.951 -5.521
N -2.289 1.150 -0.303
H 7.868 3.402 -0.445
C 5.868 -1.270 -4.461
H -5.790 -0.585 2.878
C 3.465 -1.321 -4.007
O -3.447 -0.996 0.245
C -4.050 -2.811 2.799
H -4.433 1.238 3.631
H -6.051 4.088 2.808
H -7.563 2.562 1.574
H 2.850 -0.418 0.656
C -1.635 -2.058 3.206
C 1.951 2.997 3.203
H 6.614 -2.809 -5.793
H -0.979 -1.452 2.541
H -2.612 -2.630 1.328
C 1.843 1.928 1.036
H -1.634 -3.368 -4.942
C 2.674 -0.116 -0.385
C 4.738 -0.739 -3.825
C 5.118 1.461 0.112
C 0.776 2.336 3.589
C -3.759 2.381 0.982
H 1.855 -3.258 -1.388
H -2.859 -2.009 4.943
C -5.255 -0.764 3.825
P 2.013 -0.680 -2.979
S -1.022 3.177 0.276
C -0.061 -2.218 -4.027
H -0.194 -1.360 -4.691
C -5.626 3.317 2.160
H -1.733 1.387 -3.184
H 0.461 -5.273 -1.674
C 5.735 -2.386 -5.302
C -0.866 -3.348 -4.167
C -2.843 -0.045 4.109
C 0.155 1.451 2.704
O -4.057 0.086 -1.889
```

Calculated values
Lowest unoccupied orbital energy = -1.00 eV
E_HOMO = -7.94 eV
Relative energy (zero: lowest compared OMol25 entry of this formula, charge and spin) = 0.0 kcal per mole

These are the Mulliken partial charges, in e, on atoms 1 to 4: atom 1 (H): 0.38, atom 2 (C): -0.45, atom 3 (C): 0.47, atom 4 (C): -0.48

***

Record 3
Formula: AsCsF6O8S2
Source: the Open Molecules 2025 dataset
Level of theory: ωB97M-V with the def2-TZVPD basis set

XYZ file:
```
18
AsCsF6O8S2 (ωB97M-V with the def2-TZVPD basis set)
S 12.000 -23.143 -18.202
O 12.353 -27.604 -19.639
Cs 14.468 -25.743 -19.268
O 11.006 -23.901 -17.504
F 19.542 -27.773 -18.489
O 11.898 -23.360 -19.681
O 10.362 -27.291 -20.799
F 17.690 -24.684 -18.302
As 18.591 -26.280 -18.328
S 11.156 -28.268 -20.019
F 18.238 -26.631 -16.625
O 10.461 -28.677 -18.803
O 11.429 -29.483 -20.789
O 13.271 -23.659 -17.776
O 11.773 -21.788 -17.841
F 19.000 -25.909 -20.072
F 20.051 -25.416 -17.874
F 17.088 -27.045 -18.865
```

Calculated values
Lowest unoccupied orbital energy (alpha / beta) = 6.10 / 4.97 eV
E_HOMO (alpha / beta) = 2.03 / 2.03 eV
2S+1 = 2
Charge = -3

These are the Mulliken partial charges, in e, on atoms 1 to 4: atom 1 (S): 1.10, atom 2 (O): -0.47, atom 3 (Cs): 1.07, atom 4 (O): -0.73

***

Record 4
Formula: C12H13Cl4NO2
Source: the Open Molecules 2025 dataset
Level of theory: ωB97M-V with the def2-TZVPD basis set

XYZ file:
```
32
C12H13Cl4NO2 (ωB97M-V with the def2-TZVPD basis set)
C -1.163 -5.363 -0.741
O 0.251 2.509 3.613
C -1.420 1.069 2.756
C -2.337 0.790 1.759
H 0.961 -5.399 -0.383
H -0.338 -4.673 -2.607
H -0.686 -3.376 1.205
H -0.016 -5.680 1.074
H 0.385 -0.778 -1.227
C -2.534 1.700 0.665
C 0.326 -1.374 -0.306
H 1.098 -3.430 1.053
N 0.116 -2.760 -0.640
C -1.029 -2.965 -1.503
C 0.050 -5.100 0.149
Cl -1.166 0.010 4.063
H -2.104 -4.516 -2.503
C -1.171 -4.419 -1.940
Cl -3.681 1.307 -0.543
Cl -3.260 -0.659 1.817
C -0.776 3.236 1.557
H -1.961 -2.665 -0.973
H -0.912 -2.310 -2.379
C 0.155 -3.625 0.519
H -2.077 -5.208 -0.156
H -0.482 -0.955 0.329
C -0.580 2.265 2.747
C -1.785 2.861 0.567
H 1.275 -1.273 0.239
O -0.104 4.259 1.475
H -1.149 -6.399 -1.087
Cl -1.969 3.943 -0.728
```

Calculated values
Lowest unoccupied orbital energy = -2.67 eV
E_HOMO = -8.48 eV
SMILES = O=C1C(=O)C(Cl)=C(Cl)C(Cl)=C1Cl.CN1CCCCC1
Relative energy (zero: lowest compared OMol25 entry of this formula, charge and spin) = 43.7 kcal per mole

These are the Mulliken partial charges, in e, on atoms 1 to 4: atom 1 (C): -0.67, atom 2 (O): -0.53, atom 3 (C): 0.34, atom 4 (C): 0.07

***

Record 5
Formula: H8P4Si
Source: the Open Molecules 2025 dataset
Level of theory: ωB97M-V with the def2-TZVPD basis set

XYZ file:
```
13
H8P4Si (ωB97M-V with the def2-TZVPD basis set)
P 1.583 -1.380 1.956
P 1.011 2.355 -1.510
H 0.331 -2.926 -1.688
H -1.450 1.029 1.787
P -1.869 -0.279 1.843
H 1.727 -0.375 3.005
H -2.821 -0.393 0.913
H -1.300 -1.932 -1.427
H 2.582 -0.586 1.241
H -0.380 2.142 -1.297
P -0.471 -2.632 -0.609
Si 0.017 -0.803 0.560
H 1.316 1.143 -2.378
```

Calculated values
Lowest unoccupied orbital energy (alpha / beta) = -1.24 / -1.30 eV
E_HOMO (alpha / beta) = -8.84 / -7.19 eV
Relative energy (zero: lowest compared OMol25 entry of this formula, charge and spin) = 66.6 kcal per mole

These are the Mulliken partial charges, in e, on atoms 1 to 4: atom 1 (P): -0.20, atom 2 (P): -0.08, atom 3 (H): 0.06, atom 4 (H): 0.07

***

Record 6
Formula: C31H90N6O13
Source: the Open Molecules 2025 dataset
Level of theory: ωB97M-V with the def2-TZVPD basis set

XYZ file:
```
140
C31H90N6O13 (ωB97M-V with the def2-TZVPD basis set)
H -19.573 -9.206 -9.366
H -19.562 -15.007 -13.483
H -15.658 -14.101 -5.661
H -20.297 -8.264 -8.118
C -22.962 -12.253 -7.042
H -13.464 -13.038 -5.389
H -16.035 -10.948 -12.049
C -17.647 -7.044 -5.195
H -16.669 -7.016 -4.692
H -20.442 -7.103 -11.657
H -12.210 -12.558 -6.610
C -16.481 -14.284 -10.406
H -21.408 -10.331 -9.804
H -17.630 -6.661 -6.180
C -17.099 -11.104 -12.342
H -16.669 -11.505 -3.362
H -15.317 -12.870 -6.974
H -16.530 -9.405 -4.321
O -13.322 -10.846 -6.522
O -17.305 -9.896 -7.630
C -15.472 -13.046 -5.869
H -21.118 -14.841 -14.433
O -16.346 -13.878 -9.069
C -22.502 -14.837 -4.726
C -21.489 -8.274 -13.843
H -13.449 -10.514 -4.522
H -17.652 -9.373 -6.933
O -19.746 -18.552 -7.540
O -21.051 -16.236 -12.883
H -17.894 -14.401 -7.845
H -21.981 -7.508 -9.834
H -11.555 -11.490 -5.386
C -14.338 -12.513 -5.021
N -22.978 -12.079 -8.491
O -21.832 -8.410 -12.423
N -19.662 -17.453 -10.249
H -13.731 -12.673 -3.032
H -15.469 -14.244 -10.911
C -19.809 -10.376 -3.973
H -17.070 -12.138 -12.587
H -21.658 -13.979 -7.183
C -18.288 -10.544 -4.186
C -18.546 -14.750 -3.760
H -15.964 -8.289 -7.906
C -21.666 -16.869 -8.770
H -16.653 -12.961 -8.992
C -20.782 -8.158 -11.564
H -18.151 -14.149 -4.594
C -22.507 -13.727 -12.269
N -22.051 -9.504 -9.874
N -14.610 -12.733 -3.595
H -17.305 -10.506 -13.250
H -20.240 -11.998 -12.304
H -22.628 -12.945 -11.445
N -17.671 -11.436 -3.279
H -18.141 -11.267 -10.609
H -25.004 -12.733 -6.881
H -17.814 -11.223 -8.230
C -24.326 -12.045 -6.436
H -18.180 -10.930 -5.121
C -19.058 -13.174 -6.911
H -17.158 -13.641 -10.924
H -24.465 -12.152 -5.371
C -22.555 -13.605 -6.676
H -22.283 -16.513 -9.615
O -18.571 -14.475 -7.137
H -18.375 -16.961 -7.799
O -18.089 -10.722 -11.426
H -17.067 -14.304 -2.239
C -21.257 -8.275 -10.094
H -22.216 -8.866 -14.369
H -20.614 -14.090 -11.529
H -16.935 -15.229 -10.431
C -12.076 -11.471 -6.383
C -17.570 -9.201 -4.177
H -19.958 -17.120 -11.131
H -15.294 -9.915 -8.045
H -14.993 -10.531 -5.382
H -11.361 -10.997 -7.009
H -21.554 -16.894 -14.767
H -20.018 -10.134 -2.881
H -20.250 -11.383 -4.133
H -19.131 -20.123 -6.565
H -22.667 -9.627 -10.647
H -19.909 -8.849 -11.693
C -20.982 -13.886 -12.503
H -16.401 -12.504 -5.602
H -23.697 -12.619 -9.023
C -20.182 -16.737 -9.085
H -19.894 -12.965 -8.898
H -21.778 -15.558 -5.100
H -21.581 -7.199 -14.075
H -20.121 -17.602 -14.112
H -21.597 -18.059 -13.365
H -16.425 -9.362 -9.348
H -19.725 -16.497 -6.883
H -22.864 -11.077 -8.731
H -16.557 -16.339 -4.165
H -22.990 -14.601 -11.842
O -22.390 -13.544 -5.274
H -20.304 -9.650 -4.612
O -19.159 -15.948 -4.269
H -18.305 -12.536 -6.312
H -22.080 -16.137 -8.002
H -17.784 -15.840 -2.131
C -16.176 -9.302 -8.288
H -18.373 -6.418 -4.561
H -22.391 -14.733 -3.616
H -20.821 -12.159 -13.818
H -21.897 -17.908 -8.627
C -20.036 -8.244 -9.203
N -20.370 -12.647 -13.016
H -19.982 -15.718 -9.224
H -22.219 -11.557 -6.658
H -20.055 -11.531 -7.986
C -14.052 -11.056 -5.310
H -20.477 -8.658 -14.055
H -24.690 -11.024 -6.647
C -19.361 -12.405 -8.173
H -19.475 -16.357 -3.456
C -20.650 -14.993 -13.424
H -23.030 -13.370 -13.146
H -19.340 -7.355 -9.354
O -16.310 -15.690 -3.503
H -14.969 -13.724 -3.502
O -18.151 -11.930 -8.844
C -19.473 -17.178 -7.706
H -19.837 -18.410 -10.136
H -17.899 -11.143 -2.303
C -19.043 -19.051 -6.452
H -23.370 -14.311 -6.938
C -17.422 -15.142 -2.847
H -19.504 -18.731 -5.450
O -18.014 -8.459 -5.347
H -17.767 -8.565 -3.320
H -17.960 -18.725 -6.482
C -21.099 -17.249 -13.833
H -23.459 -15.240 -4.955
H -19.995 -13.209 -6.347
H -19.358 -14.188 -3.291
```

Calculated values
Lowest unoccupied orbital energy = 0.62 eV
E_HOMO = -8.39 eV
SMILES = COC[C@H](C)N.COC[C@H](C)N.COC[C@H](C)N.COC[C@H](C)N.COC[C@H](C)N.COC[C@H](C)N.OCCO.OCCO.CO.CO.CO
Relative energy (zero: lowest compared OMol25 entry of this formula, charge and spin) = 0.0 kcal per mole

These are the Mulliken partial charges, in e, on atoms 1 to 4: atom 1 (H): -0.24, atom 2 (H): 0.28, atom 3 (H): 0.44, atom 4 (H): 0.30

***

Record 7
Formula: C2H3NOS
Source: the Open Molecules 2025 dataset
Level of theory: ωB97M-V with the def2-TZVPD basis set

XYZ file:
```
8
C2H3NOS (ωB97M-V with the def2-TZVPD basis set)
O 1.652 1.198 -0.060
H 1.327 -1.705 0.236
N 0.686 -0.949 -0.018
H -0.290 -1.273 0.177
C -1.021 0.863 -0.064
C 0.831 0.330 -0.005
H -1.138 1.891 -0.215
S -2.048 -0.356 -0.050
```

Calculated values
Lowest unoccupied orbital energy = -0.65 eV
E_HOMO = -8.61 eV
Relative energy (zero: lowest compared OMol25 entry of this formula, charge and spin) = 38.3 kcal per mole

These are the Mulliken partial charges, in e, on atoms 1 to 4: atom 1 (O): -0.51, atom 2 (H): 0.26, atom 3 (N): -0.26, atom 4 (H): 0.15

***

Record 8
Formula: C38H32BBrN8O2Pt
Source: the Open Molecules 2025 dataset
Level of theory: ωB97M-V with the def2-TZVPD basis set

XYZ file:
```
83
C38H32BBrN8O2Pt (ωB97M-V with the def2-TZVPD basis set)
H -0.800 -1.282 2.544
C 3.366 -0.376 -4.588
C -2.007 1.377 4.203
C -0.238 -2.746 0.598
C 0.159 2.890 -1.224
C -2.393 2.337 -1.716
C 2.697 -2.537 -5.481
C -1.973 -0.019 -0.940
N -0.288 1.684 -0.894
H -7.663 -1.800 -3.185
C 3.212 1.558 0.000
C -0.360 -4.030 1.114
H -0.332 4.070 1.636
H 4.991 -0.028 2.960
H -3.449 2.157 -1.871
C -0.940 -0.234 2.788
C -3.474 -1.898 -1.150
H -4.399 -4.478 -0.758
H 2.634 -4.558 2.244
H -3.866 0.077 -1.902
C 2.542 -0.646 -3.524
H 1.304 -3.711 -4.300
C 1.942 -2.721 1.347
H 1.639 5.492 4.136
H 2.870 -2.180 1.463
N 0.925 -2.089 0.771
H 0.925 2.943 1.071
C -1.315 -2.042 -0.088
C -1.805 0.056 3.834
H -2.320 -0.747 4.347
C 1.819 -1.816 -3.428
C -1.311 2.379 3.552
C -4.762 -2.500 -1.581
N -7.192 -3.630 -2.376
Pt 0.700 0.012 0.253
H -1.303 -4.560 1.093
H 2.770 -3.270 -6.273
C -0.260 0.778 2.088
H 0.504 4.322 4.805
H 6.251 1.529 1.464
N 2.550 0.703 0.792
C 5.210 1.296 1.282
Br 5.375 3.081 -0.936
H -2.617 -3.702 -0.355
H -1.458 3.407 3.858
H 4.060 -1.194 -6.441
C 0.830 4.809 3.873
H 1.191 3.129 -1.015
C -0.676 3.817 -1.831
H -5.565 -0.719 -2.530
O 2.286 0.141 -2.392
C 0.364 3.284 1.946
H 3.934 0.542 -4.659
H 0.001 5.397 3.479
N -1.956 3.547 -2.036
C 1.871 -2.794 -4.389
H 3.027 2.878 2.283
H 2.685 1.963 -0.847
N 0.649 -4.663 1.696
H 2.238 2.160 3.707
C -5.715 -1.758 -2.270
C -3.172 -0.551 -1.369
H -0.311 4.786 -2.145
H 3.122 3.694 3.845
C -2.485 -2.643 -0.506
N -1.083 -0.755 -0.294
C 1.808 -4.027 1.789
C 3.428 -1.356 -5.578
O 1.084 -1.798 -2.234
C 4.535 1.877 0.221
C -6.908 -2.359 -2.646
C -6.287 -4.348 -1.716
C 4.510 0.433 2.109
H 2.593 -0.463 2.494
H -6.545 -5.381 -1.512
C 2.471 3.111 3.195
C 3.185 0.162 1.843
H -2.685 1.625 5.009
C -0.421 2.102 2.506
C -5.070 -3.826 -1.299
N 1.299 3.875 2.869
C -1.559 1.361 -1.185
B 1.411 -0.602 -1.639
```

Calculated values
Lowest unoccupied orbital energy = -7.19 eV
E_HOMO = -12.37 eV
Charge = +2
Relative energy (zero: lowest compared OMol25 entry of this formula, charge and spin) = 41.8 kcal per mole

These are the Mulliken partial charges, in e, on atoms 1 to 4: atom 1 (H): 0.44, atom 2 (C): -1.24, atom 3 (C): -1.06, atom 4 (C): -0.46

***

Let's list E_tot in order: -10315.763; -90450.474; -115744.098; -68328.144; -45157.943; -69158.219; -16493.538; -129893.653 eV.